No. 1
49
Properties=species:S:1:pos:R:3:forces:R:3:nbo_charge:R:1 method="wB97M-V/def2-TZVPD" fmax_ha_per_bohr=0.293 homo_ev=-7.7 orbital_gap_ev=7.69 smiles="COc1ccc(N2CCOCC2)c(NC(=O)c2cccc3ccccc23)c1"
C 4.7826 -2.7004 -2.0892 -3.4980 -12.1968 1.8257 -0.21
O 4.4709 -2.8566 -0.6545 9.5207 -4.5438 -5.4546 -0.45
C 3.5413 -2.2822 -0.1511 -5.6521 1.9043 3.2824 0.37
C 3.5135 -2.4910 1.3121 -6.0792 4.0276 -3.5333 -0.26
C 2.4486 -1.8985 1.9855 2.6521 1.2249 2.1068 -0.15
C 1.6779 -0.9546 1.2502 -3.5768 -3.7601 3.0430 0.07
N 0.4177 -0.5839 2.0974 4.4823 4.7643 -9.8088 -0.48
C 0.6716 0.8412 2.2097 -3.9720 -3.2605 11.4160 -0.22
C -0.6622 1.4519 2.8465 11.1903 9.0759 -4.3417 0.03
O -1.1624 0.9047 3.7809 -4.9079 -5.5849 10.2933 -0.51
C -1.3523 -0.4390 3.5260 -3.5555 -2.2355 4.2591 -0.08
C -0.0754 -1.0906 3.1958 -0.1774 -7.4558 2.9578 -0.23
C 1.6533 -0.9664 -0.1316 -2.2976 0.2628 -1.7071 0.18
N 0.4533 -0.3062 -0.8162 1.2066 -1.8670 -1.3529 -0.61
C 0.4746 1.0143 -1.1435 3.1951 -0.6241 7.4462 0.61
O 1.1509 1.7840 -0.4045 0.2475 -0.6049 -2.7295 -0.62
C -0.6454 1.4921 -1.7493 -5.7955 2.5886 -3.7197 -0.15
C -0.5555 2.3692 -2.8404 -0.2128 -2.5173 3.1447 -0.18
C -1.7006 2.6622 -3.5201 3.8199 3.7631 -5.8878 -0.16
C -2.9209 2.1345 -3.3904 1.4020 0.9852 1.9209 -0.21
C -3.1889 1.4408 -2.2280 6.5282 1.2179 -0.5701 -0.03
C -4.4189 0.9495 -2.0794 4.6142 -7.1215 8.8457 -0.22
C -4.6632 0.1673 -0.9342 -1.2707 1.1960 0.5955 -0.14
C -3.7404 -0.1659 0.1408 1.6629 0.3593 -5.1073 -0.26
C -2.4726 0.0355 -0.3397 5.2834 4.5364 2.1917 -0.18
C -1.9741 1.2206 -1.3726 -5.0276 -6.0503 0.9766 0.01
C 2.5646 -1.7081 -0.9732 -1.5464 2.4080 5.4352 -0.36
H 3.8251 -3.2039 -2.6673 2.3026 1.0917 1.2598 0.17
H 5.6610 -3.2311 -2.4998 -0.2886 0.0813 1.3344 0.21
H 4.7809 -1.8364 -2.3419 0.1610 10.9499 -2.6955 0.15
H 4.2653 -2.9205 1.7503 4.0813 -2.7362 2.1994 0.21
H 2.4591 -1.8771 3.2626 -0.3343 -0.2414 -4.0571 0.23
H 1.0603 1.5274 1.6473 2.5909 2.6427 -4.1339 0.24
H 1.2577 0.7280 3.3558 -0.1864 1.3222 -2.6933 0.10
H -0.3105 2.6519 3.2770 -0.5029 -2.9410 -1.2044 0.11
H -1.2139 1.7599 2.1289 -4.5858 1.5520 -5.4523 0.13
H -2.0130 -1.0051 4.4888 2.5864 1.7665 -2.1988 0.19
H -2.1641 -0.4816 2.8430 -0.2013 -0.5364 -1.7091 0.18
H -0.3336 -2.3123 2.8137 0.6706 3.0789 1.8386 0.21
H 0.6837 -1.1030 4.1371 -1.5530 0.0905 -1.4288 0.16
H -0.2563 -0.8657 -1.3806 1.7681 0.5210 1.2097 0.42
H 0.4707 2.5258 -2.9334 1.2960 1.5485 -1.6163 0.23
H -1.3467 3.3732 -4.5589 -1.7866 -1.9941 3.0125 0.20
H -3.6211 2.5491 -3.9870 -2.6060 0.5000 -2.1146 0.21
H -5.0799 1.4498 -2.4561 -7.8673 4.4040 -4.8284 0.19
H -5.6941 0.0343 -0.7258 -1.0261 -0.4818 0.0915 0.20
H -3.7700 -0.8004 0.9855 -1.1248 -0.4416 0.7190 0.23
H -1.5651 -0.1093 0.4022 -1.9424 -0.5068 -1.4135 0.22
H 2.5835 -1.4143 -1.9682 0.3129 -0.1617 -1.6466 0.23


No. 2
53
Properties=species:S:1:pos:R:3:forces:R:3:nbo_charge:R:1 method="wB97M-V/def2-TZVPD" fmax_ha_per_bohr=0.014 homo_ev=-7.6 orbital_gap_ev=8.04 smiles="COc1cc(NC(=O)c2cc(OC)c(OC)c(OC)c2)ccc1NC(=O)c1cccs1"
C 2.6494 0.5981 -3.4530 -0.0586 0.2319 -0.1974 -0.25
O 3.1144 -0.4984 -2.6999 -0.0107 -0.3871 0.4423 -0.52
C 2.4100 -0.8555 -1.5783 0.0796 -0.2692 0.2314 0.28
C 1.2745 -0.2053 -1.1343 0.0342 0.1608 -0.2165 -0.33
C 0.6247 -0.6435 0.0184 0.4315 -0.2411 -0.1495 0.15
N -0.5189 -0.0117 0.5102 -0.2485 -0.0426 0.3905 -0.59
C -1.2228 1.0353 -0.0135 0.0602 -0.1343 0.0860 0.67
O -0.9631 1.5721 -1.0746 0.0263 0.0195 -0.1297 -0.62
C -2.3761 1.4666 0.8221 -0.4758 0.3119 0.1297 -0.13
C -3.4407 2.0630 0.1622 0.1736 -0.0971 -0.0628 -0.26
C -4.5646 2.5072 0.8464 -0.0513 0.0248 0.0953 0.23
O -5.6448 3.0655 0.2129 0.1930 -0.1962 0.4832 -0.51
C -5.5790 3.2616 -1.1792 -0.0053 0.0303 -0.2453 -0.25
C -4.6113 2.3763 2.2431 0.0127 0.0164 0.2388 0.29
O -5.6182 2.7438 3.0773 0.3914 -0.3237 -0.1924 -0.49
C -6.6612 3.5857 2.6416 -0.4555 0.3012 -0.0520 -0.24
C -3.5132 1.7891 2.9111 -0.2799 0.0850 0.0496 0.27
O -3.6471 1.7273 4.2650 -0.1738 0.1297 -0.3709 -0.48
C -2.6072 1.1573 5.0189 0.1833 -0.0931 0.1072 -0.25
C -2.4125 1.3325 2.2078 0.0372 -0.0246 -0.0269 -0.30
C 1.1257 -1.7362 0.7175 -0.1712 0.2808 -0.1458 -0.25
C 2.2619 -2.3886 0.2779 0.0754 -0.0111 -0.0662 -0.23
C 2.9171 -1.9618 -0.8673 -0.2264 0.1656 0.0493 0.16
N 4.0680 -2.5634 -1.3767 0.1814 0.1312 -0.3412 -0.61
C 4.7624 -3.6278 -0.8866 -0.2400 0.2829 -0.0726 0.65
O 4.4679 -4.2492 0.1184 -0.0446 -0.0306 0.0807 -0.61
C 5.9417 -3.9904 -1.6866 0.5700 -0.4575 -0.0616 -0.33
C 6.4798 -3.4644 -2.8324 -0.2952 -0.0655 0.3775 -0.21
C 7.6380 -4.1450 -3.2496 0.2126 -0.1471 -0.0526 -0.27
C 7.9628 -5.1742 -2.4192 -0.2430 -0.0376 0.3010 -0.40
S 6.8676 -5.3355 -1.1130 -0.0235 0.4049 -0.4435 0.51
H 2.6556 1.5189 -2.8630 -0.0122 -0.0448 -0.0123 0.18
H 3.3430 0.6967 -4.2869 -0.0820 0.0357 0.0459 0.20
H 1.6409 0.4203 -3.8362 0.0333 0.0051 0.0320 0.19
H 0.8684 0.6398 -1.6608 0.0156 0.0241 -0.0560 0.27
H -0.8902 -0.4270 1.3525 -0.0293 0.1157 -0.1837 0.40
H -3.3640 2.1600 -0.9078 -0.0267 0.0444 -0.0993 0.24
H -6.5169 3.7471 -1.4455 0.0838 -0.0351 -0.0418 0.20
H -4.7428 3.9101 -1.4568 -0.0208 -0.0363 0.0076 0.18
H -5.4983 2.3119 -1.7170 0.0160 0.0438 0.0181 0.18
H -7.2281 3.8187 3.5430 0.0322 0.0102 -0.0682 0.19
H -6.2782 4.5103 2.2044 -0.0259 -0.0558 0.0306 0.18
H -7.3119 3.0882 1.9198 0.0590 0.0765 0.0956 0.19
H -2.4433 0.1069 4.7544 0.0020 0.0445 -0.0083 0.17
H -1.6700 1.7126 4.9044 -0.0377 -0.0307 -0.0118 0.18
H -2.9332 1.2169 6.0559 0.0691 -0.0282 -0.0565 0.20
H -1.5676 0.9268 2.7408 0.0657 -0.0211 0.0956 0.21
H 0.6266 -2.0811 1.6112 -0.0595 -0.0411 0.1071 0.21
H 2.6520 -3.2343 0.8181 0.0108 -0.0165 0.0064 0.26
H 4.4029 -2.1192 -2.2197 0.0586 -0.1544 0.1149 0.41
H 6.0758 -2.6233 -3.3687 -0.1075 0.1553 -0.0674 0.21
H 8.2030 -3.8810 -4.1258 0.1072 0.0171 -0.1320 0.23
H 8.7910 -5.8496 -2.5032 0.1896 -0.1269 -0.0521 0.24


No. 3
47
Properties=species:S:1:pos:R:3:forces:R:3:nbo_charge:R:1 method="wB97M-V/def2-TZVPD" fmax_ha_per_bohr=0.097 homo_ev=-7.3 orbital_gap_ev=7.94 smiles="CC1=C[C@@H]2c3cccc4[nH]c(Sc5ccccc5)c(c34)C[C@H]2N(C)C1"
C -3.2098 -0.9790 -3.7022 3.1935 0.1919 2.3828 -0.63
C -2.4855 0.0192 -2.8068 4.9253 -0.2723 0.6415 0.03
C -1.0658 0.1340 -2.8142 -4.2156 -0.4214 -1.2865 -0.20
C -0.2439 0.9239 -1.8231 -1.1283 0.4989 -0.2537 -0.30
C 0.9724 0.1252 -1.4181 1.1733 -2.1796 -2.3421 0.04
C 1.7861 -0.7882 -2.2498 -1.7868 3.3832 1.7708 -0.23
C 3.0422 -1.1219 -1.8104 -1.3535 -1.1362 -2.4692 -0.21
C 3.4430 -0.9764 -0.5698 0.3658 0.6588 4.1221 -0.25
C 2.5739 -0.3411 0.3198 -0.6369 0.1865 1.3878 0.15
N 2.5406 -0.0700 1.6990 2.3694 -0.8648 -0.3057 -0.55
C 1.5503 0.8266 2.0888 0.0569 -1.1567 -2.2312 -0.02
S 1.1200 1.5503 3.5923 -2.1176 0.5791 -0.7945 0.37
C 2.5247 1.3099 4.4748 2.5662 -2.7980 1.5708 -0.27
C 2.7991 -0.0531 4.8907 0.8616 0.8703 0.3406 -0.19
C 3.9825 -0.2443 5.7013 -2.2291 -0.7101 -2.0807 -0.21
C 4.8513 0.8037 5.8169 0.4019 -0.6218 1.0489 -0.21
C 4.5951 2.0689 5.3597 1.1298 1.0970 0.8780 -0.21
C 3.4351 2.3522 4.7427 -2.3973 -0.6655 -0.7815 -0.18
C 0.8328 0.9835 0.9618 -1.3293 0.2098 -1.5463 -0.11
C 1.4097 0.2281 -0.1285 -0.5430 1.3421 0.5728 -0.06
C -0.3777 1.7939 0.6787 0.1018 1.4144 -1.3769 -0.42
C -1.1637 1.1637 -0.5626 -1.2576 -2.1995 1.8260 -0.01
N -2.5265 1.7238 -0.8709 0.1407 -0.0969 -1.2762 -0.45
C -3.5122 1.9408 0.2255 2.5210 -1.6587 1.3243 -0.41
C -3.2642 0.8540 -1.8801 -0.5117 3.4081 -0.2317 -0.27
H -2.6179 -1.8363 -3.9766 0.2059 -0.3228 0.2518 0.22
H -4.1460 -1.2228 -3.3856 -2.4718 -1.0221 1.4714 0.21
H -3.3822 -0.4663 -4.5272 -0.8324 2.2401 -4.3650 0.21
H -0.6220 -0.3746 -3.6888 0.3090 0.1173 0.8818 0.20
H 0.1170 1.8965 -2.2660 -0.4201 -0.7072 0.4077 0.23
H 1.6008 -1.1057 -3.2323 -0.9350 0.1382 -1.2215 0.21
H 3.6157 -1.6648 -2.5132 0.8391 -0.5294 -0.4671 0.21
H 4.3190 -1.4408 -0.2369 1.4183 -0.3510 0.4826 0.21
H 3.2577 -0.5177 2.2051 0.5568 0.1652 1.3907 0.41
H 2.1401 -0.9200 4.5271 0.9041 1.5468 0.9508 0.24
H 4.2051 -1.2287 6.1222 -0.0217 0.3919 -0.1759 0.22
H 5.7130 0.6167 6.4116 0.7972 0.0879 0.2704 0.21
H 5.2592 2.8899 5.6210 0.1308 -0.2505 -0.1865 0.22
H 3.0919 3.3376 4.4778 0.3425 0.3078 -0.1505 0.23
H -0.9144 1.9461 1.6302 -0.4489 -0.0148 -0.7654 0.23
H 0.0298 2.8011 0.3240 -0.8753 -0.8146 0.5131 0.21
H -1.4102 0.0518 -0.2885 0.6666 1.4158 0.1333 0.16
H -3.4860 0.9499 0.8599 -0.3522 1.7793 -0.5310 0.16
H -3.2130 2.8223 0.8239 -0.0959 -0.6449 -0.0660 0.21
H -4.5313 2.0988 -0.0943 -0.0248 -0.0050 -0.6349 0.21
H -3.9900 0.2533 -1.3278 -0.3685 -0.0348 -0.2078 0.19
H -3.7746 1.7575 -2.5101 0.3756 -2.5518 1.1277 0.22


No. 4
50
Properties=species:S:1:pos:R:3:forces:R:3:nbo_charge:R:1 method="wB97M-V/def2-TZVPD" fmax_ha_per_bohr=0.053 homo_ev=-8.8 orbital_gap_ev=9.25 smiles="NC(=O)c1ccc2c(c1)CC[C@H]1[C@H]2CCCN1C(=O)c1ccc2nc[nH]c2c1"
N 4.9387 3.3470 4.8228 -1.2012 -0.2197 0.3072 -0.82
C 5.2317 3.0666 3.5170 1.9638 1.4747 1.1697 0.65
O 6.3721 3.4150 3.2109 -0.6061 -0.9257 -1.5324 -0.62
C 4.2212 2.4280 2.6388 -0.9846 -0.4279 -0.4274 -0.17
C 4.4949 2.3958 1.2639 -0.9336 -0.9218 -0.0718 -0.15
C 3.6358 1.6882 0.4053 0.5293 1.0092 0.8048 -0.20
C 2.4435 1.1203 0.8792 0.1356 -0.0909 -0.5147 -0.04
C 2.1160 1.1820 2.2289 1.0080 1.0116 0.4263 0.07
C 3.0054 1.8475 3.0987 0.8770 -0.0197 -0.8637 -0.18
C 0.8635 0.5746 2.7989 0.8560 -0.1493 0.7635 -0.43
C 0.2054 -0.4096 1.8692 -0.1482 -0.7415 -0.6632 -0.41
C 0.1237 0.2035 0.4741 -0.3069 0.2861 0.0052 -0.04
C 1.5301 0.4034 -0.0920 -0.1979 -0.0159 0.1108 -0.20
C 1.4006 1.1270 -1.4164 0.0906 -0.7833 -1.4889 -0.41
C 0.4155 0.3891 -2.3884 -0.1085 0.3318 0.0030 -0.40
C -0.1303 -0.9197 -1.7987 0.9385 1.1644 -0.3133 -0.22
N -0.6681 -0.6144 -0.4626 -0.5020 -1.7369 -0.9282 -0.45
C -2.0354 -0.7236 -0.3007 -0.2038 1.7548 -0.0068 0.67
O -2.5997 0.0651 0.4338 -0.3441 0.1786 1.0742 -0.62
C -2.9135 -1.6193 -1.1108 -0.6239 -1.3169 -1.4747 -0.14
C -2.5055 -2.9255 -1.4780 -0.6300 -0.0203 -0.5051 -0.20
C -3.2839 -3.7559 -2.3086 -0.0962 0.8182 0.7032 -0.21
C -4.5339 -3.3116 -2.7264 -0.1497 1.0549 -0.0038 0.08
N -5.4982 -3.9474 -3.5108 -1.1169 1.4124 0.5029 -0.45
C -6.4976 -3.0685 -3.5576 1.6615 -0.2443 0.4804 0.22
N -6.2198 -1.8797 -2.8909 -0.9091 0.3805 -0.4662 -0.56
C -4.9586 -1.9950 -2.3562 0.4905 -1.6703 -0.1346 0.15
C -4.1792 -1.1702 -1.5777 0.9811 0.6927 0.5869 -0.21
H 3.9677 3.5276 5.0138 0.0039 0.0630 0.4952 0.38
H 5.6467 3.9280 5.2751 -0.5773 -0.3189 -0.3015 0.41
H 5.3543 2.8932 0.8441 0.2496 -0.0335 0.2346 0.24
H 3.9422 1.6886 -0.6393 -0.4374 -0.2462 0.1610 0.22
H 2.7568 1.8443 4.1487 0.0861 0.0592 0.2334 0.20
H 1.1889 0.0854 3.7309 -0.3545 -0.0250 -0.1821 0.22
H 0.1864 1.3751 3.1153 -0.1443 -0.1147 -0.2364 0.22
H -0.7739 -0.6726 2.2669 -0.1018 -0.0062 -0.2307 0.24
H 0.7690 -1.3603 1.7200 -0.1161 0.5549 0.5294 0.20
H -0.3158 1.2089 0.5674 -0.2117 -0.1530 -0.0928 0.20
H 1.9791 -0.5790 -0.2414 0.0064 -0.2334 -0.1979 0.21
H 2.3697 1.1319 -1.9616 -0.5238 0.5645 0.6387 0.21
H 0.9745 2.1228 -1.2609 0.6258 0.0670 0.0788 0.21
H -0.4292 1.0797 -2.5677 0.2520 -0.4508 -0.1834 0.20
H 0.9116 0.1664 -3.3542 -0.3307 0.2065 0.4386 0.21
H -0.8704 -1.2965 -2.5010 -0.2322 -0.0708 0.5020 0.24
H 0.6991 -1.6243 -1.8081 -0.0432 -0.3788 0.4219 0.18
H -1.5479 -3.2596 -1.1074 0.0944 -0.2021 -0.0762 0.22
H -3.0138 -4.7385 -2.6221 0.5540 -0.5254 0.0686 0.23
H -7.4445 -3.2461 -4.0407 0.0083 0.0915 -0.0690 0.20
H -6.7998 -1.0249 -2.8687 0.5371 -1.1196 -0.0523 0.43
H -4.5255 -0.1629 -1.3749 0.1862 -0.0136 0.2773 0.23